No. 1
# C47H51N9O5PSTeTi

A molecular structure, C47H51N9O5PSTeTi in a non-equilibrium geometry (ωB97M-V/def2-TZVPD, the OMol25 dataset).

energy above the lowest of the compared OMol25 structures with the same formula, charge and spin	0.0	kJ/mol
E_HOMO (alpha / beta)	-8.5 / -8.5	eV
gap between HOMO and LUMO (alpha / beta)	5.68 / 5.63	eV
max |F|	1.619	eV Å⁻¹
total charge	+1

Each line ends with the Mulliken charge.
Element x y z (Å)
Ti  0.163  0.569  -0.166  -1.0075
C  -2.831  6.070  -2.848  -1.7264
C  -2.554  4.770  -2.140  0.4511
C  -3.027  4.519  -0.854  -1.4698
C  -2.782  3.313  -0.229  0.2922
C  -2.086  2.279  -0.860  -0.5962
N  -1.818  1.039  -0.218  1.2062
C  -2.912  0.428  0.408  0.1696
C  -4.233  0.905  0.281  -0.8088
C  -5.280  0.436  1.044  -1.1577
C  -5.088  -0.560  1.997  -0.0418
C  -6.188  -1.005  2.925  -1.7094
C  -3.844  -1.156  2.013  -0.6976
C  -2.807  -0.740  1.179  0.5064
N  -1.681  -1.627  1.083  0.6117
C  -1.662  -2.910  1.474  -0.0747
C  -0.433  -3.447  1.159  -2.0642
C  0.242  -2.412  0.539  -1.2529
N  -0.523  -1.313  0.455  1.3629
C  -1.612  2.544  -2.140  0.6631
C  -1.821  3.771  -2.758  -0.7795
N  -0.907  1.539  -2.878  0.2001
C  -0.838  1.417  -4.217  0.0214
C  -0.127  0.278  -4.505  -2.0068
C  0.213  -0.246  -3.260  -0.7434
N  -0.267  0.508  -2.274  1.7664
H  -3.231  6.814  -2.160  0.3974
H  -3.562  5.927  -3.645  0.3206
H  -1.926  6.476  -3.302  0.3874
H  -3.576  5.291  -0.327  0.3539
H  -3.116  3.157  0.789  0.6521
H  -4.435  1.681  -0.440  0.6246
H  -6.267  0.863  0.901  0.4396
H  -6.869  -0.183  3.142  0.4261
H  -5.784  -1.368  3.870  0.3861
H  -6.777  -1.812  2.484  0.3137
H  -3.678  -1.977  2.699  0.3123
H  -2.520  -3.373  1.924  0.5594
H  -0.089  -4.451  1.336  0.5363
H  1.251  -2.396  0.172  0.7614
H  -1.398  3.955  -3.738  0.4773
H  -1.319  2.124  -4.869  0.5515
H  0.110  -0.124  -5.474  0.5127
H  0.784  -1.132  -3.043  0.7714
O  7.632  -3.026  -1.425  -0.4879
C  6.356  -3.407  -1.205  0.5395
O  6.097  -4.560  -1.013  -0.5360
C  5.308  -2.334  -1.211  0.8621
C  5.568  -0.996  -0.941  -1.2835
C  4.534  -0.073  -0.880  -0.7251
C  3.213  -0.461  -1.103  -0.0758
C  2.970  -1.797  -1.421  0.7523
C  3.995  -2.723  -1.451  -1.3595
N  2.158  0.469  -0.988  1.4538
C  2.407  1.685  -1.512  -0.9063
C  1.645  2.779  -1.121  0.3864
C  1.904  4.099  -1.601  -1.3822
C  1.311  5.158  -1.008  -1.1146
C  0.433  4.921  0.091  -0.6200
C  0.149  3.652  0.464  -0.2689
N  0.696  2.545  -0.139  1.7866
H  7.677  -2.092  -1.661  0.3218
H  6.575  -0.653  -0.729  0.2751
H  4.749  0.955  -0.615  0.4412
H  1.967  -2.114  -1.675  -0.3640
H  3.797  -3.764  -1.674  0.5889
H  3.228  1.831  -2.207  0.5893
H  2.597  4.221  -2.423  0.5659
H  1.507  6.167  -1.347  0.4588
H  -0.041  5.745  0.607  0.5077
H  -0.545  3.438  1.265  -0.3896
C  3.358  -1.098  2.532  -0.9505
O  2.282  -0.557  1.752  0.3908
P  1.177  0.472  2.336  0.9175
O  0.890  -0.222  3.764  -0.4024
C  -0.246  -1.058  4.030  -0.5620
O  2.109  1.633  2.957  -0.3414
C  2.967  2.412  2.110  -0.6382
H  4.222  -1.184  1.875  0.2099
H  3.078  -2.085  2.898  0.2491
H  3.596  -0.454  3.377  0.2677
H  -0.207  -1.295  5.090  0.3682
H  -0.172  -1.982  3.459  0.2563
H  -1.172  -0.532  3.804  0.1908
H  3.747  2.814  2.752  0.4400
H  2.419  3.227  1.648  0.1431
H  3.422  1.788  1.337  0.0682
S  -1.413  2.113  3.277  -0.2078
C  -0.379  2.986  4.279  0.0309
N  0.364  2.480  5.275  -0.0145
C  1.298  3.463  5.822  -0.4724
C  0.746  4.786  5.262  -0.5949
N  -0.148  4.311  4.204  -0.1265
H  0.591  1.497  5.251  0.2533
H  2.312  3.269  5.470  0.2100
H  1.292  3.436  6.909  0.4021
H  1.532  5.412  4.846  0.3065
H  0.202  5.358  6.014  0.3341
H  -0.810  4.909  3.740  0.2851
C  -2.805  -4.958  -2.675  -1.0886
Te  -1.742  -3.115  -2.543  0.0784
C  0.012  -4.331  -2.590  -0.8807
C  -0.437  -5.681  -3.104  0.4426
C  0.494  -6.634  -3.509  -0.5807
C  0.079  -7.883  -3.941  -0.6604
C  -1.277  -8.184  -3.983  -0.5727
C  -2.208  -7.235  -3.595  -0.6773
C  -1.797  -5.982  -3.146  0.4881
H  -3.642  -4.856  -3.363  0.4971
H  -3.201  -5.217  -1.694  0.4168
H  0.428  -4.412  -1.584  0.3739
H  0.766  -3.886  -3.240  0.5479
H  1.551  -6.392  -3.493  0.4505
H  0.812  -8.618  -4.246  0.4133
H  -1.608  -9.156  -4.324  0.3904
H  -3.266  -7.464  -3.644  0.4342

=====

No. 2
# C47H53BI2N10ORuS3

A molecular structure, C47H53BI2N10ORuS3 in a non-equilibrium geometry (ωB97M-V/def2-TZVPD, the OMol25 dataset).

energy above the lowest of the compared OMol25 structures with the same formula, charge and spin	0.0	kJ/mol
E_HOMO (alpha / beta)	-14.2 / -14.8	eV
expectation value of S²	8.8145
2S+1	6
gap between HOMO and LUMO (alpha / beta)	6.80 / 4.63	eV
max |F|	5.605	eV Å⁻¹
total charge	+3

Each line ends with the Mulliken charge.
Element x y z (Å)
Ru  -28.942  0.416  -6.697  -0.0643
C  -25.238  1.735  -3.371  -1.5611
C  -26.593  2.320  -3.420  0.2798
C  -26.925  3.560  -3.006  -0.4689
C  -28.320  3.914  -3.010  0.0649
N  -29.265  3.134  -3.400  -0.3847
N  -28.854  1.915  -3.931  0.5558
B  -29.940  1.201  -4.830  -0.3196
N  -30.638  -0.060  -4.260  1.8035
N  -30.483  -0.461  -3.023  -1.1474
C  -31.187  -1.540  -2.607  -0.1505
C  -32.098  -2.166  -3.431  -0.2450
C  -32.259  -1.743  -4.739  0.1388
C  -33.306  -2.309  -5.634  -1.8465
C  -31.461  -0.698  -5.125  1.2644
S  -31.286  -0.144  -6.762  -0.6963
C  -31.002  -2.010  -1.164  1.6853
C  -29.466  -1.894  -0.816  -1.3872
C  -31.816  -1.036  -0.293  -1.5428
C  -31.537  -3.459  -0.934  -2.0848
N  -30.908  2.257  -5.260  1.0184
N  -32.073  2.258  -4.571  -1.0795
C  -32.932  3.223  -4.836  -0.3105
C  -32.578  4.254  -5.702  -0.0434
C  -31.376  4.285  -6.375  -0.6723
C  -31.005  5.541  -7.261  -1.4401
C  -30.553  3.158  -6.177  0.8572
S  -29.115  2.797  -7.000  -0.5789
C  -34.330  3.179  -4.243  2.0399
C  -34.663  4.313  -3.243  -1.5118
C  -34.530  1.851  -3.470  -1.5914
C  -35.319  3.330  -5.419  -1.6959
C  -27.617  1.447  -3.788  1.0602
S  -27.452  -0.207  -4.219  -0.4533
C  -28.666  5.309  -2.538  2.0548
C  -28.491  5.276  -1.015  -1.7856
C  -27.721  6.342  -3.162  -1.6825
C  -30.154  5.666  -2.879  -1.7357
H  -24.565  2.370  -2.747  0.4411
H  -24.768  1.715  -4.387  0.2713
H  -25.221  0.681  -3.053  0.4024
H  -26.049  4.163  -2.695  0.3745
H  -32.697  -3.049  -3.082  0.2717
H  -33.980  -3.004  -5.169  0.5299
H  -32.858  -2.718  -6.563  0.3401
H  -33.904  -1.527  -6.028  0.3756
H  -29.179  -0.847  -0.807  0.2810
H  -28.825  -2.452  -1.531  0.2470
H  -29.206  -2.372  0.107  0.4759
H  -31.475  -0.012  -0.295  0.2803
H  -31.834  -1.416  0.753  0.4045
H  -32.835  -1.126  -0.658  0.4382
H  -30.950  -4.108  -1.482  0.5481
H  -32.570  -3.670  -1.099  0.3865
H  -31.401  -3.739  0.126  0.4425
H  -33.301  5.002  -5.812  0.8075
H  -30.429  5.243  -8.137  0.3967
H  -30.464  6.235  -6.627  0.2737
H  -31.964  5.985  -7.684  0.3928
H  -34.364  4.100  -2.259  0.4739
H  -35.724  4.592  -3.412  0.3685
H  -34.128  5.311  -3.395  0.3015
H  -33.916  1.875  -2.521  0.2909
H  -34.240  1.000  -4.073  0.1551
H  -35.587  1.860  -3.132  0.5063
H  -35.303  4.197  -6.069  0.3606
H  -36.313  3.241  -5.031  0.5424
H  -35.044  2.486  -6.130  0.3131
H  -27.484  4.954  -0.775  0.4221
H  -29.115  4.562  -0.390  0.2899
H  -28.628  6.202  -0.555  0.5266
H  -26.669  6.271  -2.904  0.3886
H  -28.018  7.374  -2.795  0.4165
H  -27.824  6.376  -4.222  0.3746
H  -30.770  4.805  -2.768  0.4269
H  -30.198  6.090  -3.857  0.2547
H  -30.551  6.358  -2.164  0.4364
C  -23.663  -8.759  -15.384  -0.7962
O  -24.097  -8.912  -13.987  -0.4058
C  -24.595  -7.870  -13.352  0.7741
C  -25.094  -6.671  -14.061  -0.3792
C  -25.641  -5.617  -13.304  -0.8553
C  -25.677  -5.829  -11.919  0.5821
C  -25.232  -6.945  -11.205  -0.6315
C  -24.693  -7.947  -12.026  -0.5179
C  -26.366  -4.877  -11.095  0.4894
N  -26.573  -5.002  -9.830  -0.7067
C  -27.204  -3.893  -9.461  0.4770
C  -27.414  -3.013  -10.563  0.0012
N  -26.905  -3.733  -11.569  -0.0844
C  -27.927  -1.671  -10.421  0.3532
C  -28.053  -0.812  -11.458  -0.1815
C  -28.642  0.406  -11.253  -1.1060
C  -29.044  0.729  -9.902  -0.2024
N  -28.963  -0.147  -8.904  0.0136
C  -28.379  -1.365  -9.122  0.0930
C  -28.290  -2.250  -7.955  -0.5812
N  -28.661  -1.708  -6.786  1.3328
C  -28.641  -2.574  -5.781  0.1146
C  -28.260  -3.892  -5.895  -1.7155
C  -27.618  -4.287  -7.016  -0.6026
C  -27.653  -3.500  -8.131  0.6658
H  -22.877  -9.479  -15.519  0.2690
H  -23.232  -7.768  -15.542  0.3575
H  -24.615  -8.888  -15.938  0.3793
H  -24.915  -6.533  -15.148  0.3764
H  -25.994  -4.715  -13.742  0.3743
H  -25.194  -6.889  -10.164  0.6027
H  -24.215  -8.878  -11.644  0.3971
H  -26.635  -3.387  -12.453  0.2560
H  -27.615  -1.144  -12.366  0.4395
H  -28.596  1.234  -11.949  0.4117
H  -29.369  1.753  -9.826  0.4049
H  -28.911  -2.163  -4.772  0.1647
H  -28.297  -4.512  -4.956  0.4418
H  -27.205  -5.323  -7.186  0.5073
I  -26.172  0.976  -7.508  -0.0183
I  -25.229  -1.216  -5.607  -0.0672